(1)
17
Properties=species:S:1:pos:R:3:forces:R:3 method="wB97M-V/def2-TZVPD" smiles=CCS.CC mol_weight_g_mol=92.2 homo_ev=-9.1172
C -0.051695 -0.887498 -1.755762 -2.916 -0.618 1.864
C 1.382721 -0.779548 -2.109311 2.675 -0.705 -5.114
S 2.472179 -0.291354 -0.669117 -0.010 0.475 -2.057
H -0.051996 -1.354964 -0.683476 -0.436 0.600 -1.887
H -0.711467 -1.563915 -2.431749 1.449 1.039 1.011
H -0.664433 0.090555 -1.635414 1.423 -1.329 -0.261
H 1.752065 -1.767315 -2.841037 -0.822 1.975 3.036
H 1.635703 -0.083722 -3.046958 -0.877 -0.598 2.430
H 3.151152 0.652605 -1.436654 -0.468 -0.836 0.948
C -0.551923 0.200614 2.048471 1.326 4.078 -0.853
C -1.704563 1.279369 2.080488 0.628 -1.160 2.770
H 0.290331 0.808331 1.438920 -1.094 -1.863 1.989
H -0.330002 -0.216377 3.039591 0.513 0.882 -0.144
H -0.697702 -0.639314 1.481493 -1.001 -1.986 -1.739
H -2.383991 0.942498 2.921756 0.441 0.771 -0.845
H -1.209634 2.245264 2.386333 -0.922 -0.851 -0.466
H -2.326741 1.364773 1.212420 0.091 0.127 -0.684

(2)
17
Properties=species:S:1:pos:R:3:forces:R:3 method="wB97M-V/def2-TZVPD" smiles=CSC.CC mol_weight_g_mol=92.2 homo_ev=-8.5039
C 2.562945 0.282796 1.147119 0.242 0.715 -0.815
S 2.408914 0.395001 2.919059 -0.128 -0.021 0.238
C 0.679804 -0.060847 3.136290 -0.009 -0.077 0.036
H 3.632583 0.322747 0.938610 0.010 -0.228 -0.001
H 2.143999 1.132000 0.589831 -0.137 -0.060 0.387
H 2.139706 -0.613889 0.707109 0.030 -0.334 0.219
H -0.019512 0.750237 2.956575 0.045 0.151 -0.255
H 0.550318 -0.353344 4.175006 0.055 -0.168 0.036
H 0.459234 -0.906378 2.482890 -0.116 0.023 0.144
C -1.292058 0.333132 -2.043235 -0.646 0.258 0.164
C -2.336850 -0.556801 -2.692255 0.518 -0.894 -0.772
H -1.032099 1.144000 -2.715995 0.319 0.014 -0.165
H -0.403959 -0.205127 -1.723794 0.085 -0.019 -0.107
H -1.729506 0.824968 -1.179954 0.075 -0.008 0.356
H -1.960752 -0.951946 -3.645393 -0.090 0.378 -0.088
H -3.275939 -0.047753 -2.889386 -0.049 0.060 0.076
H -2.526826 -1.488795 -2.162475 -0.204 0.211 0.546

(3)
18
Properties=species:S:1:pos:R:3:forces:R:3 method="wB97M-V/def2-TZVPD" smiles=CCC.CSS mol_weight_g_mol=124.3 homo_ev=-8.2630
C -1.711077 0.653409 -0.773877 3.456 -1.891 0.181
C -1.025791 1.716626 0.104984 -2.492 2.376 0.589
C 0.379725 2.066552 -0.288424 0.982 -0.985 0.776
H -1.914640 -0.271089 -0.196573 -1.345 0.858 -0.378
H -2.314113 1.159893 -1.468894 -2.003 -0.072 -0.303
H -0.994815 0.154733 -1.496256 0.003 0.770 0.716
H -1.717704 2.619236 -0.048758 0.944 -0.883 0.538
H -1.084806 1.509559 1.205612 -0.040 -0.079 -0.956
H 0.877705 3.032896 -0.023875 -1.024 -0.542 -0.340
H 0.462972 1.781057 -1.328618 0.562 0.480 -0.394
H 0.902319 1.299321 0.296550 0.596 0.509 -0.674
C 0.636149 -3.067980 0.777730 -1.873 -2.598 -3.116
S 1.090263 -1.743711 -0.376860 -1.008 -1.629 -1.196
S 2.124710 -0.618610 0.836240 2.182 1.492 1.473
H 1.211725 -4.078082 0.783884 -0.492 2.213 0.300
H 0.314035 -2.637720 1.677807 0.203 0.275 1.591
H -0.397234 -3.343819 0.290210 1.751 0.160 0.857
H 3.160577 -0.232272 0.029118 -0.402 -0.453 0.336

(4)
18
Properties=species:S:1:pos:R:3:forces:R:3 method="wB97M-V/def2-TZVPD" smiles=CCS.CSC mol_weight_g_mol=124.3 homo_ev=-8.5721
C 2.818886 2.555664 -0.486278 -2.017 4.251 1.802
C 2.023401 1.290371 -0.383480 -2.412 0.043 2.989
S 2.722035 0.066614 -1.441419 0.014 -1.822 0.394
H 3.167953 3.005104 0.529937 -1.210 -0.781 -1.301
H 3.756983 2.530805 -0.934647 1.351 -0.666 -1.487
H 2.171128 3.405815 -1.000981 1.516 -1.619 0.973
H 0.851853 1.456919 -0.525500 2.569 -0.266 -0.033
H 2.075047 0.886767 0.725014 -0.037 0.754 -2.238
H 2.695982 -0.842865 -0.414294 0.204 0.093 -1.088
C -3.649189 -1.367445 -0.355125 1.189 -1.332 0.450
S -2.944145 -0.879749 1.326451 0.500 -1.186 -0.670
C -1.312765 -1.847585 1.240522 -0.552 1.566 0.090
H -4.738619 -1.378259 -0.267167 0.227 0.359 -0.119
H -3.244809 -0.573397 -1.019766 -0.608 -1.007 -0.043
H -3.353560 -2.481319 -0.653615 -0.336 2.571 0.603
H -1.198811 -1.934272 0.137627 0.238 -0.891 1.009
H -1.351935 -2.709548 1.940770 -0.016 0.224 -1.193
H -0.489435 -1.183621 1.581951 -0.618 -0.294 -0.139

(5)
19
Properties=species:S:1:pos:R:3:forces:R:3 method="wB97M-V/def2-TZVPD" mol_weight_g_mol=152.4 homo_ev=-8.9674
C 1.759902 0.152516 0.266426 -1.127 2.444 0.377
C 0.230806 -0.154910 -1.638526 -0.345 1.377 -2.147
C -0.245308 1.801893 -0.160162 -1.211 -1.015 0.733
C 0.294349 0.364820 -0.224678 -0.550 -1.158 0.309
Si -0.859189 -0.734024 0.958276 -0.152 2.902 1.615
S -2.945290 -0.422954 0.304008 0.871 -1.588 0.227
S -0.586193 -2.855125 1.295913 -0.721 0.126 -0.299
H 1.929966 -0.883327 -0.024726 1.222 0.329 -0.044
H 2.352831 1.066660 -0.140657 -0.338 -2.195 0.115
H 1.823127 0.295462 1.363747 0.007 -0.370 -0.404
H 0.915017 0.553957 -2.245028 -0.257 -1.617 0.714
H -0.729970 0.107873 -2.194200 0.712 -0.855 1.131
H 0.459182 -1.241675 -1.703782 0.078 0.833 -0.409
H -0.588426 1.805865 0.920828 0.024 1.274 -1.167
H 0.574640 2.486288 -0.330520 0.095 0.401 0.073
H -1.090869 2.008797 -0.926231 1.313 -0.445 1.523
H -0.861820 0.529950 2.681380 0.192 -2.001 -2.338
H -3.117576 -1.789062 0.166412 -0.056 0.961 0.004
H 0.684822 -3.093004 1.631520 0.242 0.599 -0.011

(6)
18
Properties=species:S:1:pos:R:3:forces:R:3 method="wB97M-V/def2-TZVPD" smiles="C=[SiH2].CCCS" mol_weight_g_mol=120.3 homo_ev=-8.5903
C -1.663786 2.383014 0.867277 0.296 2.037 -2.751
Si -1.772310 2.406789 -0.913304 0.478 -1.596 2.650
H -1.588698 3.451069 1.166016 -0.552 -0.753 0.453
H -1.264073 1.677811 1.572506 0.060 -0.288 -0.122
H -1.438762 1.152194 -1.632830 -0.298 0.269 -0.192
H -2.397460 3.466990 -1.686403 0.044 0.342 -0.031
C -0.633533 -1.263514 0.244794 0.508 0.157 -1.979
C 0.817943 -0.864394 0.570594 0.664 -1.640 1.050
C 2.032974 -1.748923 0.056362 -1.420 0.536 -1.543
S 2.295608 -1.295181 -1.743288 -0.382 1.817 1.438
H -0.642293 -1.329861 -0.909633 -0.929 0.473 1.719
H -0.913331 -2.249711 0.601057 0.261 -0.250 0.178
H -1.337354 -0.544214 0.771879 0.775 -0.645 -1.289
H 0.792800 -0.921435 1.642307 0.704 0.479 0.845
H 0.991786 0.124150 0.230635 0.032 1.185 0.093
H 3.043486 -1.748153 0.501853 -1.023 0.262 0.430
H 1.610372 -2.721636 -0.050782 0.243 -1.158 0.421
H 2.066630 0.025006 -1.289039 0.538 -1.227 -1.371

(7)
23
Properties=species:S:1:pos:R:3:forces:R:3 method="wB97M-V/def2-TZVPD" mol_weight_g_mol=264.8 homo_ev=-6.2714
C 0.539214 -3.327267 -0.826687 -0.390 2.629 2.487
C 0.514926 -2.052684 -0.057898 1.821 -2.762 -1.991
In -0.116663 -0.152771 -1.209119 -0.040 -0.573 0.440
S -0.153823 -0.713945 -3.643186 -0.622 0.421 -0.799
C -2.118091 0.455729 -0.336128 -3.974 -1.575 -0.200
C -3.459891 0.192814 -0.935802 2.417 1.451 1.843
B 1.533437 1.403816 -0.825706 1.490 0.526 -1.024
O 2.749739 1.566207 -1.646180 -2.702 -0.598 0.637
O 1.324828 2.274156 0.359224 1.176 -1.877 0.720
H 1.231965 -3.398735 -1.775742 -2.556 0.353 1.320
H -0.166919 -4.196060 -0.472962 2.399 1.004 -0.437
H 0.767624 -1.979666 1.097969 -1.977 -0.792 -1.704
H -1.042103 0.093639 -4.373314 0.850 -0.628 1.194
H -2.115074 1.009069 0.714304 -0.257 0.224 -2.646
H -3.806804 -0.837338 -1.373318 1.282 2.412 -0.069
H -4.257301 1.079670 -0.938522 1.336 -2.365 0.751
H 2.687080 1.053798 -2.518384 -0.217 0.945 2.015
H 1.174362 1.642163 1.134914 0.094 1.314 -2.354
N 0.942687 1.177467 3.525343 0.018 0.011 0.182
H 1.019343 2.199974 3.578657 -0.001 -0.108 -0.126
H 0.249237 0.923049 2.812195 -0.062 -0.067 0.010
H 1.854679 0.778552 3.273534 -0.110 0.032 -0.045
H 0.647548 0.808365 4.436808 0.026 0.022 -0.205

(8)
20
Properties=species:S:1:pos:R:3:forces:R:3 method="wB97M-V/def2-TZVPD" mol_weight_g_mol=98.2 homo_ev="-0.5652 / 0.3908" charge=-1
C 1.951626 -0.637764 -0.161515 0.391 -0.396 0.167
Be -1.492289 0.424843 -0.696634 -0.725 0.306 0.786
N -0.242112 1.054652 -1.632582 0.510 -0.363 0.225
H 1.158597 -0.344107 0.538510 0.235 -0.045 -0.350
H -2.795796 0.691661 -1.012686 -0.107 -0.162 -0.242
H 2.651656 -1.311430 0.352338 -0.107 0.132 0.007
H 2.523225 0.231601 -0.513496 -0.318 -0.188 0.028
H 1.537720 -1.202708 -1.011719 0.042 0.326 0.265
H 0.285341 1.675202 -1.003760 0.150 0.120 -0.231
H -0.515542 1.607295 -2.451631 -0.058 -0.140 0.045
H 0.415315 0.327176 -1.945051 -0.100 0.344 -0.228
C -3.061517 -0.353648 3.885140 0.215 -0.088 -0.294
C -1.619720 0.025316 3.456911 0.260 0.166 -0.295
C -1.396980 0.017497 2.028727 -0.964 -1.737 1.983
N -1.279133 0.068743 0.866772 0.461 0.991 -2.728
H -3.801726 0.117806 3.227600 0.214 -0.132 0.104
H -3.278023 -0.031773 4.909828 0.221 0.024 -0.094
H -3.188761 -1.440911 3.838312 -0.059 0.203 -0.110
H -1.379176 1.045228 3.801832 -0.043 0.267 0.738
H -0.885937 -0.675524 3.885379 -0.218 0.371 0.223